Here is a molecular structure, C33H52BN8ORe from the Open Molecules 2025 dataset. Energies are from ωB97M-V/def2-TZVPD.

Geometry as ORCA input:
```
! RIJCOSX wB97M-V def2-TZVPD def2/J DEFGRID3
* xyz 3 4
Re -0.52673 -1.12869 -0.55178
O -7.08287 -0.22691 -2.36007
N 0.49567 1.50725 0.14655
N -7.77564 -0.89356 -0.28934
N -2.64754 -1.07759 -0.69127
N 2.19813 -0.31202 0.21708
N -0.32058 -1.12686 1.41523
N 0.44326 -0.17150 2.03769
N 1.48757 -1.14998 -0.60706
N -0.34971 0.84120 -0.72212
C 2.08050 4.67895 -0.40336
C -4.63976 -1.54446 -1.92560
C -2.89419 -3.35334 2.23882
C 0.22766 4.76010 1.33087
C 4.59742 0.28936 0.62116
C -1.69594 1.34015 -2.80490
C 5.53411 -0.69788 1.33179
C 2.34934 -1.77348 -1.45327
C 5.35318 1.14749 -0.40305
C 0.45874 -0.46378 3.34930
C -0.29061 -1.63760 3.55109
C -6.86664 -0.66788 -1.25672
C 0.46510 2.80663 -0.16439
C -3.13800 1.84128 -2.66032
C -5.40720 -0.92928 -0.93644
C -1.40471 -3.31549 1.86720
C -1.19181 -3.59525 0.36089
C 1.18774 0.32122 4.40066
C -3.28289 -1.61394 -1.76884
C -4.76642 -0.41425 0.18648
C -3.39373 -0.48778 0.27110
C 1.22100 3.86543 0.57339
C -1.06547 1.85275 -4.10456
C 0.60849 -1.98281 -3.25215
C 1.79080 -2.65668 -2.53513
C 3.62086 -1.38714 -1.12027
C -0.37750 2.97796 -1.27886
C 2.70122 0.05066 4.35959
C -0.72879 -2.05341 2.31630
C 0.85308 1.81699 4.36879
C -0.85599 1.74407 -1.62820
C 3.49884 -0.45866 -0.06264
C 2.85749 -3.02157 -3.56495
B 1.38502 0.68126 1.12583
H 2.67418 5.40147 0.15573
H -3.01900 -3.43344 3.31720
H 3.16766 0.50237 5.23431
H -5.32062 0.09390 0.96627
H 6.05027 -1.33338 0.60960
H -0.28679 -1.75520 -2.58253
H 4.54048 -1.69947 -1.58975
H 1.43404 -3.58250 -2.07047
H -3.37864 -4.21910 1.78489
H 4.15570 0.95029 1.36727
H -3.58422 1.56617 -1.70513
H 0.88397 -1.02898 -3.70331
H -3.75879 1.44302 -3.46378
H -0.21009 -3.17504 -0.03353
H -0.90268 -4.11179 2.41715
H 5.85199 0.52283 -1.14638
H 1.45816 5.23700 -1.10564
H -1.02850 -4.65425 0.16228
H -2.66410 -2.08037 -2.52786
H 6.29076 -0.14428 1.88655
H 1.28531 2.29649 5.24617
H 2.76346 4.04708 -0.97426
H -2.03785 -3.28401 -0.25220
H 2.09853 1.36957 1.76102
H 1.87746 3.38445 1.29818
H 4.99777 -1.33942 2.03335
H 3.67254 -3.57017 -3.09382
H -7.55869 -1.37097 0.56760
H -0.38597 4.18839 2.03019
H 4.69040 1.84058 -0.92504
H 2.92080 -1.01831 4.37813
H -0.43377 5.28226 0.63662
H 0.77827 5.51153 1.89649
H -1.05824 2.94379 -4.12041
H -5.10739 -1.92251 -2.82632
H 1.26785 2.30948 3.48691
H 6.11916 1.72917 0.10846
H -0.57363 3.90816 -1.78844
H -1.70163 0.24372 -2.85423
H -0.22449 1.99055 4.39273
H 0.81162 -0.08091 5.34249
H 3.16414 0.48778 3.47239
H 0.16815 -2.63112 -4.00967
H -0.03916 1.50338 -4.22972
H 3.26593 -2.12806 -4.04113
H 2.43672 -3.66008 -4.34125
H -2.85639 -0.04924 1.10377
H -8.74700 -0.71521 -0.49924
H -0.43954 -2.14188 4.49421
H -3.40664 -2.45015 1.90110
H -1.65274 1.51558 -4.95862
H -3.16123 2.92986 -2.73290
*
```

Results
**HOMO-LUMO gap (alpha / beta)**: 7.43 / 5.90 eV
**Relative energy (zero: lowest compared OMol25 entry of this formula, charge and spin)**: 0.0 kJ/mol
**Energy**: -1904.2567 hartree
**Highest occupied orbital energy (alpha / beta)**: -17.197 / -17.199 eV